DFT (ωB97M-V/def2-TZVPD) results for a molecular structure, C24H64HgO24S8 at a distorted geometry.

Element x y z (Å)
Hg -0.798 -0.169 -0.245
O 2.056 1.341 -3.116
S 2.196 1.306 -1.657
O 1.296 0.506 -0.793
O 3.731 0.831 -1.228
C 4.931 1.324 -2.005
C 6.053 0.718 -1.251
C 2.062 3.080 -1.080
H 4.894 2.411 -1.925
H 4.836 1.052 -3.056
H 5.926 0.921 -0.188
H 7.069 1.086 -1.392
H 6.117 -0.366 -1.349
H 2.507 3.107 -0.085
H 1.035 3.376 -0.867
H 2.466 3.804 -1.788
O 0.362 -1.842 -1.445
S 1.050 -2.640 -2.458
O 0.578 -2.596 -3.846
O 2.640 -2.183 -2.455
C 3.393 -2.428 -3.633
C 3.306 -1.305 -4.753
C 1.024 -4.432 -1.840
H 3.139 -3.350 -4.157
H 4.432 -2.624 -3.369
H 3.700 -1.703 -5.688
H 3.840 -0.422 -4.401
H 2.250 -1.097 -4.928
H 0.723 -4.506 -0.795
H 1.990 -4.884 -2.065
H 0.163 -4.871 -2.345
O -3.052 -3.961 1.019
S -3.025 -3.249 -0.238
O -2.099 -2.133 -0.255
O -2.581 -4.358 -1.431
C -3.205 -5.618 -1.217
C -2.134 -6.607 -0.811
C -4.662 -2.797 -0.973
H -3.496 -5.891 -2.232
H -4.122 -5.556 -0.631
H -1.578 -6.295 0.073
H -1.365 -6.731 -1.574
H -2.766 -7.486 -0.690
H -5.424 -3.544 -1.194
H -4.421 -2.076 -1.754
H -5.121 -2.081 -0.291
O -2.281 -0.104 1.512
S -3.030 -0.577 2.679
O -3.843 -1.784 2.714
O -1.967 -0.721 3.910
C -2.310 -1.372 5.114
C -1.255 -1.023 6.209
C -3.862 1.011 3.270
H -2.442 -2.449 5.020
H -3.295 -1.101 5.495
H -0.262 -1.279 5.839
H -1.266 -1.792 6.981
H -1.303 0.007 6.561
H -4.510 0.849 4.131
H -4.268 1.467 2.367
H -2.965 1.575 3.526
O 0.528 3.607 2.768
S 0.768 2.142 2.763
O -0.012 1.291 1.923
O 2.367 1.864 2.350
C 3.390 2.721 2.875
C 4.727 2.140 2.352
C 0.724 1.654 4.554
H 3.316 2.777 3.961
H 3.205 3.720 2.481
H 5.663 2.646 2.589
H 4.582 2.011 1.280
H 4.957 1.201 2.856
H -0.339 1.692 4.793
H 1.367 2.376 5.058
H 1.084 0.626 4.590
O -1.143 2.136 -0.418
S -1.823 3.430 -0.174
O -2.791 3.598 0.892
O -0.638 4.600 -0.039
C -1.061 5.810 0.659
C -0.551 6.779 -0.421
C -2.591 4.030 -1.766
H -0.451 5.821 1.562
H -2.121 5.902 0.896
H 0.526 6.743 -0.588
H -0.862 7.789 -0.154
H -1.090 6.508 -1.328
H -3.202 3.208 -2.137
H -1.769 4.319 -2.422
H -3.162 4.924 -1.513
O -1.475 0.241 -2.502
S -2.220 0.368 -3.744
O -3.344 -0.529 -4.162
O -2.770 1.949 -3.847
C -3.922 2.233 -4.696
C -3.843 3.716 -5.023
C -1.054 0.419 -5.184
H -4.806 1.983 -4.110
H -3.897 1.671 -5.630
H -3.598 4.413 -4.222
H -4.813 4.006 -5.426
H -3.186 3.762 -5.891
H -0.788 -0.604 -5.448
H -0.049 0.674 -4.850
H -1.519 0.865 -6.064
O 0.181 -1.374 1.310
S 0.947 -2.408 2.020
O 2.012 -3.189 1.350
O 1.468 -1.731 3.424
C 2.898 -1.658 3.769
C 3.479 -3.024 4.196
C -0.272 -3.645 2.749
H 3.103 -0.766 4.360
H 3.332 -1.293 2.838
H 2.995 -3.844 3.666
H 3.317 -3.253 5.249
H 4.547 -3.153 4.019
H -0.238 -3.612 3.838
H 0.158 -4.587 2.407
H -1.301 -3.464 2.439

Computed properties:
F_max (Eh/bohr): 0.0846
Multiplicity: 1
Frontier orbital gap (eV): 10.682
Net charge: +2
ΔE to the lowest compared entry with this formula, charge and spin (kcal/mol): 0.0